ORCA calculation (ωB97M-V/def2-TZVPD) on a molecular structure, C7H10.

Geometry (Å):
C -1.134 -1.107 -0.124
C -0.437 -0.297 1.003
C 0.968 -0.669 0.697
C 1.002 0.073 -0.719
C 0.689 1.570 -0.308
C -0.680 1.009 0.067
C -0.538 -0.061 -1.057
H -0.833 -2.157 -0.211
H -2.223 -1.012 -0.076
H -0.481 -0.843 2.012
H 0.566 -1.800 1.483
H 1.849 -0.609 1.305
H 1.809 -0.101 -1.437
H 1.291 2.074 0.456
H 0.628 2.228 -1.197
H -1.591 1.598 0.190
H -0.886 0.103 -2.084

The calculation puts the energy above the lowest of the compared OMol25 structures with the same formula, charge and spin at 536.06 kJ/mol. The value obtained for the LUMO energy is 0.989 eV. The calculation puts the highest occupied orbital energy at -0.330 hartree. Its total energy is -7415.479 eV. The net charge is 0.


ORCA calculation (ωB97M-V/def2-TZVPD) on 2 unconnected molecules or ions with the total composition C7H10.

Geometry (Å):
C -2.455 0.021 -0.324
C -1.449 0.400 0.469
C -0.028 0.364 0.118
C 0.594 -0.366 -0.834
C 2.029 -0.073 -0.820
C 2.290 0.826 0.144
C 1.010 1.189 0.838
H -3.486 0.059 0.014
H -2.281 -0.327 -1.340
H -1.682 0.778 1.465
H 0.119 -1.081 -1.499
H 2.754 -0.527 -1.488
H 3.259 1.240 0.403
H 0.794 2.264 0.766
H 1.041 0.948 1.910
H -1.449 -2.548 0.162
H -1.061 -3.166 0.015

The calculation puts the energy above the lowest of the compared OMol25 structures with the same formula, charge and spin at 213.53 kJ/mol. The value obtained for the LUMO energy is 0.775 eV. The calculation puts the highest occupied orbital energy at -0.296 hartree. Its total energy is -7418.822 eV. The net charge is 0.


ORCA calculation (ωB97M-V/def2-TZVPD) on C7H10 in the gas phase.

Geometry (Å):
C -0.950 1.424 -0.369
C -1.326 0.225 -0.832
C -0.527 -0.937 -0.283
C -0.420 -0.987 1.274
C 1.019 -0.420 1.202
C 0.908 -0.331 -0.329
C 0.557 1.096 -0.802
H -1.415 2.332 -0.763
H -1.818 0.150 -1.792
H -0.778 -1.878 -0.775
H -0.471 -1.996 1.694
H -1.135 -0.340 1.791
H 1.161 0.562 1.665
H 1.794 -1.101 1.571
H 1.681 -0.855 -0.910
H 1.082 1.905 -0.354
H 0.665 1.141 -1.910

The calculation puts the energy above the lowest of the compared OMol25 structures with the same formula, charge and spin at 379.25 kJ/mol. The value obtained for the LUMO energy is 0.633 eV. The calculation puts the highest occupied orbital energy at -0.297 hartree. Its total energy is -7417.104 eV. The net charge is 0.


ORCA calculation (ωB97M-V/def2-TZVPD) on C7H10 in the gas phase.

Geometry (Å):
C 0.390 -1.446 -1.082
C 1.270 -0.337 -0.582
C 0.780 0.116 1.125
C -0.610 -0.090 1.555
C -1.523 0.558 0.803
C -0.999 1.184 -0.430
C 0.787 0.963 -0.090
H 0.016 -1.241 -2.095
H 0.933 -2.398 -1.122
H -0.472 -1.568 -0.423
H 2.265 -0.357 -1.087
H 1.546 0.076 1.900
H -0.864 -0.594 2.485
H -2.517 0.785 1.190
H -0.965 0.566 -1.325
H -1.628 2.069 -0.704
H 1.591 1.715 -0.118

The calculation puts the energy above the lowest of the compared OMol25 structures with the same formula, charge and spin at 327.21 kJ/mol. The value obtained for the LUMO energy is 1.177 eV. The calculation puts the highest occupied orbital energy at -0.295 hartree. Its total energy is -7417.643 eV. The net charge is 0.


ORCA calculation (ωB97M-V/def2-TZVPD) on C7H10 in the gas phase.

Geometry (Å):
C -1.659 0.105 0.025
C -1.112 -0.931 0.682
C 0.385 -1.093 0.532
C 0.917 -0.634 -0.851
C 0.640 0.815 -0.549
C -0.842 1.133 -0.649
C 1.076 0.359 0.941
H -2.711 0.113 0.131
H -1.747 -1.497 1.505
H 0.733 -2.117 1.015
H 1.996 -0.962 -0.877
H 0.528 -0.999 -1.761
H 1.213 1.602 -1.007
H -1.155 1.041 -1.588
H -1.212 2.123 -0.245
H 2.132 0.149 0.856
H 0.819 0.794 1.839

The calculation puts the energy above the lowest of the compared OMol25 structures with the same formula, charge and spin at 254.66 kJ/mol. The value obtained for the LUMO energy is 1.091 eV. The calculation puts the highest occupied orbital energy at -0.315 hartree. Its total energy is -7418.395 eV. The net charge is 0.


ORCA calculation (ωB97M-V/def2-TZVPD) on C7H10 in the gas phase.

Geometry (Å):
C -1.392 -1.186 -0.317
C -1.457 -0.111 -1.105
C -0.080 0.531 -1.250
C 0.491 0.049 0.070
C 0.013 -1.369 0.232
C 0.216 1.059 1.151
C 1.650 0.647 0.764
H -2.212 -1.821 0.005
H -2.347 0.351 -1.515
H 0.451 0.134 -2.129
H -0.101 1.629 -1.326
H 0.657 -2.032 -0.375
H 0.009 -1.749 1.263
H -0.234 2.010 0.841
H -0.330 0.642 2.014
H 2.155 0.069 1.537
H 2.391 1.145 0.115

The calculation puts the energy above the lowest of the compared OMol25 structures with the same formula, charge and spin at 173.38 kJ/mol. The value obtained for the LUMO energy is 1.180 eV. The calculation puts the highest occupied orbital energy at -0.338 hartree. Its total energy is -7419.238 eV. The net charge is 0.


ORCA calculation (ωB97M-V/def2-TZVPD) on a molecular structure, C7H10.

Geometry (Å):
C 1.505 -0.088 0.648
C 0.327 0.669 1.316
C -0.149 1.418 0.277
C -0.855 0.317 -0.482
C -1.819 -0.292 0.542
C -0.543 -0.602 1.301
C 0.273 -0.808 -0.011
H 2.192 0.492 0.027
H 2.056 -0.790 1.287
H 1.482 0.819 -3.018
H 1.136 0.164 -2.955
H 0.486 2.140 -0.234
H -1.140 0.480 -1.525
H -2.552 0.385 0.995
H -2.304 -1.199 0.170
H -0.455 -1.300 2.137
H 0.360 -1.805 -0.474

The calculation puts the energy above the lowest of the compared OMol25 structures with the same formula, charge and spin at 617.97 kJ/mol. The value obtained for the LUMO energy (alpha / beta) is 0.278 / 0.291 eV. The calculation puts the highest occupied orbital energy (alpha / beta) at -0.292 / -0.293 hartree. Its total energy is -7414.630 eV. The net charge is 0.


ORCA calculation (ωB97M-V/def2-TZVPD) on C7H10 in the gas phase.

Geometry (Å):
C -0.398 -1.896 0.348
C 0.353 -0.222 -1.455
C -0.768 0.768 -1.131
C 0.076 1.401 -0.015
C 1.277 0.753 -0.741
C -0.094 0.613 1.256
C -0.187 -0.725 1.331
H 0.534 -2.393 0.040
H -0.957 -2.620 0.939
H -0.977 -1.764 -0.573
H -1.782 0.427 -0.890
H -0.809 1.384 -2.039
H 0.056 2.490 0.132
H 2.125 0.398 -0.144
H 1.666 1.338 -1.587
H -0.015 1.171 2.192
H -0.100 -1.122 2.338

The calculation puts the energy above the lowest of the compared OMol25 structures with the same formula, charge and spin at 528.68 kJ/mol. The value obtained for the LUMO energy is 0.263 eV. The calculation puts the highest occupied orbital energy at -0.302 hartree. Its total energy is -7415.555 eV. The net charge is 0.